Record 1
A 6-piece molecular cluster, C60H137N3O5P2 overall, computed with ωB97M-V with the def2-TZVPD basis set.

## Properties
Total charge: +5
Spin multiplicity: 2
Expectation value of S²: 0.754
Orbital gap (alpha / beta): 8.8 / 2.1 eV
Highest occupied orbital energy (alpha / beta): -18.629 / -18.627 eV
Calculated total energy: -97674.2024 eV

```
207
Properties=species:S:1:pos:R:3:lowdin_charge:R:1
C -2.803 0.350 -4.675 -0.16
P 1.077 -3.135 -4.363 1.11
C -2.365 3.703 -3.321 -0.10
H 2.517 -6.259 -7.005 0.12
H -1.330 -0.155 10.402 0.08
H -3.633 -2.722 -5.324 0.05
H 0.466 -5.005 -0.221 0.06
H -3.129 4.999 -4.884 0.12
H -0.652 7.793 2.059 0.08
H -3.079 6.189 -2.102 0.09
H -1.941 -5.457 3.055 0.08
H -2.020 -2.721 6.831 0.11
H 4.419 -6.369 -8.657 0.09
H -6.331 1.402 3.587 0.10
H 0.677 3.236 1.917 0.06
H -2.459 -3.342 4.213 0.09
C -0.759 -2.713 -4.259 -0.22
H -0.474 -2.170 6.270 0.10
C -1.646 -3.788 1.617 -0.23
H -3.707 2.721 -5.245 0.14
H -3.944 8.244 -3.551 0.09
H 3.645 1.720 2.446 0.06
H -6.457 0.281 4.944 0.11
C -0.029 3.563 1.154 -0.08
H -2.581 -0.715 -4.618 0.08
H 6.788 0.954 0.111 0.08
H -0.719 -5.897 -1.119 0.09
N -1.441 4.915 2.841 -0.20
C -5.898 1.130 4.550 -0.21
H 0.627 -1.123 4.279 0.07
H 0.830 0.218 3.247 0.09
H 3.997 -3.131 -3.929 0.08
H -2.655 -3.705 1.213 0.12
H 3.077 0.559 -0.035 0.12
C 4.061 0.656 0.425 -0.09
H -2.802 6.488 2.196 0.11
H -0.600 -1.813 -3.664 0.06
H -1.483 8.566 3.313 0.10
H 2.194 -4.994 -8.324 0.13
H -1.712 3.693 -2.448 0.11
H 0.104 3.784 3.882 0.05
C -2.543 3.814 3.006 -0.04
C -1.057 0.219 4.412 -0.26
C -1.643 -3.784 -3.554 -0.23
H -4.379 -1.045 5.750 0.11
C 0.276 -5.976 -0.679 -0.13
H -3.535 -4.369 -2.589 0.11
C 4.082 1.881 1.461 -0.02
C 1.406 -4.188 -2.889 -0.27
N -1.775 2.631 -4.295 -0.15
C -2.672 2.573 -5.553 -0.09
C -1.476 -1.827 6.528 -0.26
C -4.483 0.448 4.187 -0.23
O 0.992 -1.612 -0.762 -0.04
H -3.642 7.247 -4.973 0.09
H 0.014 0.879 -1.061 0.06
H 3.650 0.559 -4.940 0.05
C -0.282 2.998 -4.657 -0.05
H 3.639 -0.771 3.053 0.13
H 3.396 -4.472 -5.558 0.10
C 0.581 3.379 -3.422 -0.25
H -0.747 -2.670 8.841 0.12
H 0.895 -3.612 -6.813 0.11
C -1.400 -1.231 10.246 -0.08
C 3.580 -2.758 2.418 -0.09
H 8.008 0.387 1.261 0.10
N 4.594 -0.684 1.035 -0.23
H -1.611 -4.711 -4.126 0.11
H -0.537 2.678 0.770 0.06
H 1.889 -1.049 -3.550 0.07
H -3.228 -2.688 -2.597 0.09
H 1.674 -6.210 -3.763 0.13
H -3.314 3.233 -3.064 0.13
H 2.372 2.296 -3.963 0.06
H -2.348 7.766 -3.908 0.08
C 4.640 0.193 -4.671 -0.11
H 2.249 -6.301 -1.348 0.12
C -3.373 7.395 -3.927 -0.09
H 2.488 3.978 -4.224 0.10
H -5.911 3.907 0.644 0.10
C 4.727 -1.649 -0.072 -0.01
P -2.195 -1.120 4.974 1.10
O 0.240 0.069 0.382 -0.04
H 5.488 -4.680 1.771 0.14
H 0.812 -3.688 -2.123 0.06
H -1.110 0.104 7.608 0.11
C 1.792 1.947 5.179 -0.08
H -0.214 -4.936 2.736 0.08
H 2.322 -1.200 -5.245 0.09
H 0.024 -5.811 -3.252 0.10
C 2.322 -1.723 -4.289 -0.23
H 4.895 0.684 -3.732 0.06
H -6.873 2.807 5.614 0.09
C -0.366 4.763 3.976 0.04
C -1.220 -5.065 2.337 -0.09
C -0.684 4.903 1.487 -0.14
H -5.038 -3.015 -4.339 0.08
H -3.426 0.968 -6.792 0.13
H -5.408 3.218 4.809 0.05
H -2.472 1.026 -2.865 0.13
H 4.438 -4.646 -8.682 0.08
H 0.778 0.457 6.333 0.10
H 0.960 2.638 5.318 0.05
H 0.257 2.829 -2.539 0.08
H 3.970 -1.909 -2.792 0.08
H -3.042 4.102 3.931 0.13
C -1.047 7.600 3.056 -0.04
C 2.823 -5.339 -7.503 -0.25
H -4.472 5.783 -3.011 0.11
C -2.563 5.076 -3.955 -0.18
H 5.857 -1.403 -4.330 0.11
C -5.138 4.646 0.432 -0.08
C 1.373 -4.046 -5.935 -0.28
H 5.292 -1.176 -0.875 0.11
C 7.123 0.097 0.695 -0.01
H -1.268 -5.854 1.586 0.06
C 1.317 0.482 5.387 -0.22
C -3.526 3.587 1.797 -0.18
H 2.512 -1.112 1.662 0.13
H 2.464 -4.140 -2.627 0.09
H 2.271 -0.045 5.372 0.10
H -1.681 0.743 -6.355 0.11
H -1.533 -1.629 1.925 0.10
H 5.027 2.413 1.571 0.09
C 4.230 -5.496 -8.033 -0.10
H -4.049 -4.363 -4.971 0.08
H 0.922 -5.033 -5.828 0.10
C -3.428 6.075 -3.128 -0.24
C -4.024 -3.364 -4.535 -0.08
H 4.657 0.913 -0.450 0.12
H -3.646 0.518 6.209 0.09
H -1.050 1.077 5.084 0.09
H -0.313 7.474 3.852 0.07
H -0.970 -3.627 0.778 0.08
H 7.463 -0.665 -0.007 0.08
C -3.151 -3.574 -3.227 -0.21
H 0.982 -7.381 -1.853 0.13
H -5.634 5.598 0.244 0.11
H 6.059 -4.719 3.499 0.14
H 0.154 5.599 1.524 0.13
O 0.213 0.251 -1.759 0.08
H -1.174 -3.936 -2.581 0.08
H 5.328 -2.513 0.210 0.11
C 3.784 -2.064 -3.855 -0.23
C -1.484 -0.913 7.732 -0.29
H 2.183 2.189 4.191 0.05
C 0.448 -0.491 -0.700 -0.90
C 5.228 -4.531 2.819 0.11
H 5.391 0.582 -5.359 0.09
O -4.286 4.755 1.539 -0.18
C 0.454 -0.048 4.235 -0.26
H -1.271 0.640 3.429 0.08
H 6.266 -1.348 2.161 0.11
H 3.432 2.645 1.033 0.07
H -4.744 -0.293 3.431 0.09
H 3.110 -3.330 -6.875 0.11
H -2.515 -0.661 7.980 0.11
H -5.232 2.273 6.262 0.07
C 2.055 3.249 -3.539 -0.08
H 0.347 4.400 -3.120 0.11
H 2.513 3.345 -2.554 0.08
H 3.690 -1.913 -0.279 0.10
C 3.520 -1.215 2.064 -0.01
H 0.664 3.774 0.340 0.08
H -2.285 3.189 -6.365 0.14
C -1.879 1.135 -3.772 -0.10
C -1.418 -2.540 2.514 -0.25
H -3.878 1.162 3.629 0.06
H -2.428 -1.559 10.402 0.08
H -1.153 -2.491 -5.251 0.09
H -2.043 2.868 3.214 0.10
H 0.178 -6.835 -0.016 0.09
C -2.655 1.115 -6.036 -0.11
H -3.428 -2.177 3.220 0.09
C -2.448 -2.423 3.628 -0.22
C 1.081 -5.645 -3.044 -0.25
O 4.817 -3.120 2.966 0.08
H -3.782 0.477 -4.212 0.12
H -4.182 2.781 2.126 0.11
H -1.611 5.584 -4.106 0.11
C -2.046 6.384 2.974 -0.11
H -0.001 2.207 -5.352 0.13
H -1.326 5.163 0.646 0.13
H 5.862 0.301 2.526 0.12
C -3.767 -0.210 5.408 -0.24
C 4.844 -1.338 -4.726 -0.22
H 2.614 2.177 5.857 0.09
H -0.888 0.680 -3.755 0.10
C -5.875 2.427 5.395 -0.08
C 5.992 -0.399 1.701 -0.10
H 0.319 5.608 3.917 0.10
H -0.346 3.938 -5.205 0.13
H 4.432 -5.232 3.071 0.14
H 0.238 -1.196 8.938 0.11
H -0.882 4.669 4.932 0.12
C 1.226 -6.327 -1.723 -0.30
H 3.428 -3.358 1.521 0.15
H -4.659 4.345 -0.499 0.07
H -0.430 -2.434 2.962 0.08
H -0.800 -1.639 11.059 0.08
H -2.648 6.405 3.882 0.13
H 4.997 -5.423 -7.261 0.08
C -0.778 -1.581 8.852 -0.26
C 2.786 -4.275 -6.440 -0.29
H -3.052 3.186 0.901 0.12
H 2.780 -2.938 3.136 0.18
H 4.861 -1.750 -5.735 0.11
```

---

Record 2
A 16-piece molecular cluster, C60H145N9O28 overall, computed with ωB97M-V with the def2-TZVPD basis set.

## Properties
Total charge: +2
Orbital gap: 5.7 eV
Highest occupied orbital energy: -10.170 eV
Calculated total energy: -135293.3781 eV

```
242
Properties=species:S:1:pos:R:3:lowdin_charge:R:1
C 12.405 5.210 -2.738 -0.83
C 17.114 16.124 -4.173 -0.10
H 14.403 9.018 -2.659 0.13
H 19.037 10.089 -11.404 0.13
H 17.497 17.354 -6.537 0.10
O 21.937 15.587 -4.352 0.05
H 11.465 12.017 -2.404 0.10
H 9.416 11.084 -0.324 0.14
O 9.470 11.913 -2.972 -0.05
H 23.020 5.539 1.560 0.13
H 15.074 4.342 -4.540 0.08
H 17.466 5.518 -3.278 0.09
H 18.281 12.127 3.844 0.08
H 15.918 11.865 -4.158 0.11
O 19.967 7.416 -3.594 -0.08
H 15.956 3.691 -5.993 0.11
H 20.820 17.414 1.307 0.10
O 15.700 14.650 -2.814 -0.08
H 18.252 10.319 5.299 0.11
H 17.307 17.188 -4.316 0.13
H 15.227 17.162 -5.850 0.11
O 13.437 9.099 2.518 -0.09
C 20.961 14.765 -4.845 -0.85
C 21.545 16.444 -1.130 -0.09
H 21.633 9.491 0.994 0.12
H 24.142 6.978 1.863 0.13
H 14.619 4.398 -0.426 0.09
H 18.655 15.971 -6.421 0.10
O 12.967 13.795 -6.539 -0.04
O 17.473 12.310 4.329 -0.06
H 21.289 12.709 -7.578 0.07
H 17.515 5.557 -6.996 0.14
H 19.045 16.809 -1.705 0.10
C 16.693 9.894 -7.980 -0.80
H 18.173 8.473 5.404 0.11
O 21.983 8.140 -4.151 0.03
O 21.717 6.231 -2.900 -0.04
H 12.484 1.751 1.160 0.11
H 10.405 13.056 -1.583 0.14
H 18.669 13.102 -9.328 0.11
H 11.479 3.809 3.654 0.10
C 16.577 10.429 3.079 -0.08
H 10.910 5.138 2.150 0.12
C 15.500 6.386 -5.896 0.01
C 12.725 10.121 2.328 -0.83
H 14.663 9.651 4.691 0.10
H 15.501 6.005 -6.920 0.11
H 18.260 10.150 -1.093 0.09
H 18.305 6.794 -5.914 0.14
H 15.920 12.495 3.003 0.13
C 16.308 11.776 3.730 -0.20
O 14.796 15.204 -0.159 -0.07
C 16.034 4.196 -5.032 0.05
C 17.976 11.136 -1.467 -0.17
H 19.606 12.305 -11.967 0.09
H 17.816 13.897 -5.254 0.10
C 16.579 8.010 3.312 0.00
H 18.847 9.239 4.046 0.08
H 15.833 7.032 -0.652 0.05
H 18.618 10.578 -6.718 0.07
H 22.429 8.661 -1.176 0.11
H 9.886 8.902 0.552 0.11
O 11.849 5.497 -3.940 0.07
H 19.448 8.062 1.516 0.08
H 15.574 3.224 0.368 0.11
N 10.205 9.509 -1.479 -0.31
O 14.332 12.103 -6.239 -0.04
N 22.144 7.479 1.367 -0.25
C 14.181 3.005 2.669 0.01
H 15.633 7.982 2.775 0.10
H 19.653 3.075 -5.748 0.09
O 11.478 10.182 2.849 0.09
C 16.741 6.161 -3.775 0.00
H 14.414 3.920 3.216 0.10
H 21.382 6.746 -0.434 0.11
H 8.800 8.056 -2.061 0.11
C 14.158 14.136 0.064 -0.84
H 15.708 7.451 -6.009 0.10
C 20.591 16.351 1.239 0.02
H 15.539 11.786 4.499 0.12
H 23.676 17.155 0.184 0.10
H 23.188 9.262 1.684 0.13
H 17.267 15.957 -7.584 0.11
H 19.889 5.191 -6.001 0.14
H 12.741 5.000 0.349 0.10
N 15.555 10.802 -2.293 -0.19
H 19.378 17.992 -0.431 0.11
H 14.216 6.952 -1.302 0.07
H 11.813 13.048 -4.866 0.09
H 19.851 11.797 -6.162 0.10
H 16.067 11.518 -0.334 0.11
O 13.197 11.107 1.728 -0.02
H 16.549 12.551 -1.665 0.12
C 19.901 14.705 -0.507 0.01
H 22.844 17.913 -1.801 0.13
C 15.261 9.291 -2.049 -0.09
H 16.068 13.675 -5.076 0.08
H 15.558 8.468 5.674 0.11
N 13.717 3.456 1.299 -0.33
H 19.553 11.012 -2.934 0.12
H 19.708 16.083 1.813 0.11
H 13.050 5.372 2.039 0.13
C 17.852 5.807 -5.993 -0.07
C 24.463 7.982 -0.516 -0.15
C 10.322 10.978 -0.921 -0.03
N 19.717 11.508 -8.262 -0.28
H 19.041 4.902 -4.422 0.11
C 17.640 10.419 -3.805 -0.11
H 15.803 6.101 -3.226 0.09
H 15.152 2.530 2.536 0.11
H 9.521 12.687 -3.539 0.10
H 14.551 15.657 -5.348 0.10
H 17.833 12.378 -7.861 0.07
C 15.049 8.913 -0.587 -0.23
C 20.981 6.905 0.571 -0.09
H 15.204 16.595 -3.309 0.13
H 20.283 10.138 -6.693 0.11
O 20.200 14.158 -4.063 -0.06
C 23.225 8.865 -0.454 -0.16
C 16.840 14.179 -5.650 0.01
H 15.160 15.678 -7.000 0.12
C 10.459 12.036 -1.971 -0.23
C 19.707 7.776 0.492 -0.20
H 19.228 13.490 -7.753 0.08
H 19.008 14.538 0.095 0.10
O 19.973 11.899 -11.179 -0.08
H 11.205 10.869 -0.294 0.12
H 18.590 12.314 -3.181 0.10
H 14.475 6.119 -5.640 0.11
H 14.057 1.554 0.444 0.11
H 21.129 8.278 3.014 0.08
H 23.412 9.911 -0.712 0.13
C 18.067 9.374 4.800 0.02
H 21.556 6.546 3.177 0.11
C 18.491 11.265 -2.887 -0.19
O 12.499 12.375 -4.920 0.04
C 24.021 6.560 -0.167 -0.15
H 24.930 7.950 -1.501 0.13
H 15.591 10.609 -6.730 0.06
C 21.909 7.529 2.871 0.01
O 16.480 10.943 -8.655 -0.02
H 18.800 6.666 -1.195 0.08
N 20.344 16.163 -0.226 -0.34
O 16.201 9.853 -6.702 0.03
H 8.509 9.824 -2.734 0.10
C 16.127 10.900 -3.700 -0.07
C 19.621 10.988 -6.854 0.01
H 18.006 6.269 0.329 0.07
H 21.507 15.825 1.496 0.11
H 16.137 8.718 -2.353 0.11
H 13.453 2.399 3.197 0.10
C 18.768 12.684 -8.329 0.01
H 10.905 8.203 -3.064 0.09
O 17.425 8.964 -8.363 -0.04
H 24.886 5.892 -0.196 0.13
H 22.007 15.822 -5.317 0.11
C 17.627 16.275 -6.609 0.03
O 20.924 14.568 -6.087 -0.05
C 19.371 10.424 -9.290 -0.09
C 23.391 6.506 1.230 -0.06
C 13.314 12.761 -5.933 -0.83
H 25.248 8.483 0.056 0.12
C 21.150 11.992 -8.388 0.01
C 14.818 7.426 -0.524 -0.09
H 21.105 8.461 -4.468 0.07
H 10.567 3.893 0.990 0.14
C 14.890 4.051 0.572 -0.02
H 23.404 6.084 -0.933 0.11
H 15.782 10.102 2.404 0.11
H 16.453 16.329 -2.116 0.11
H 14.151 9.410 -0.212 0.09
H 15.461 4.764 1.162 0.10
H 10.350 7.586 -0.588 0.09
H 18.238 16.617 -0.057 0.11
H 14.309 12.574 -2.293 0.10
H 15.887 10.234 5.796 0.10
O 12.965 13.990 -0.289 -0.03
H 16.637 7.229 4.073 0.11
H 15.536 10.218 -4.313 0.11
H 20.834 5.914 1.001 0.14
C 13.224 2.247 0.532 0.05
H 12.124 9.274 -2.285 0.09
H 22.298 15.672 -0.968 0.14
N 16.689 15.665 -5.557 -0.31
H 17.814 7.829 -0.345 0.04
H 12.745 2.626 -0.369 0.12
H 14.057 12.490 0.859 0.04
H 17.516 7.979 2.752 0.09
H 19.496 14.674 -1.520 0.08
H 21.602 18.690 -1.160 0.13
H 15.895 9.207 0.036 0.10
C 19.079 10.903 -10.678 -0.21
H 21.256 12.500 -9.344 0.10
H 20.188 9.702 -9.271 0.14
H 18.092 11.370 -10.716 0.12
O 18.799 3.496 -5.877 -0.07
C 8.821 9.136 -1.951 0.01
H 21.270 16.293 -2.176 0.11
H 16.736 13.862 -6.687 0.10
H 17.919 10.680 -4.827 0.08
H 11.512 9.284 3.222 0.10
H 21.950 11.260 -8.296 0.11
H 22.747 7.823 3.498 0.11
C 19.096 16.959 -0.629 0.04
H 18.525 9.893 -8.846 0.03
C 10.523 8.617 -0.283 0.01
C 15.628 9.411 5.136 0.05
C 22.530 8.880 0.900 -0.11
C 21.198 7.237 -3.426 -0.83
O 11.168 3.339 2.875 -0.05
O 11.891 5.712 -1.704 -0.08
H 18.043 15.645 -3.861 0.11
H 10.795 9.832 -3.483 0.11
H 20.746 14.036 -0.376 0.11
H 17.474 10.432 2.454 0.13
H 16.800 3.640 -4.497 0.10
O 22.998 17.833 0.248 -0.05
H 17.206 7.144 -3.844 0.08
H 13.640 11.098 -3.054 0.09
H 17.788 9.345 -3.703 0.09
N 16.754 9.255 4.065 -0.33
C 18.971 4.866 -5.511 -0.21
H 14.433 7.155 0.460 0.06
C 15.308 16.087 -6.004 0.03
H 13.776 11.209 -1.250 0.09
O 13.467 4.543 -2.771 -0.06
O 14.757 13.160 0.776 0.02
H 8.152 9.408 -1.132 0.11
N 16.587 5.641 -5.179 -0.32
C 16.082 15.983 -3.084 -0.23
C 11.282 4.185 1.755 -0.22
H 18.536 11.936 -0.973 0.11
C 12.708 4.590 1.361 -0.10
H 11.015 5.913 -3.684 0.09
C 18.563 7.045 -0.200 -0.08
C 16.526 11.514 -1.320 -0.08
C 14.204 11.494 -2.210 0.03
H 15.474 14.614 -1.868 0.03
H 19.873 8.680 -0.092 0.10
C 11.107 9.193 -2.657 0.04
C 22.201 17.811 -0.918 -0.23
H 11.558 8.751 0.029 0.09
```

---

Question: What is the calculated total energy in the first record?
Answer: -97674.2024 eV

---

Question: What is the calculated total energy in the first record?
Answer: -97674.2024 eV

---

Question: The highest calculated total energy belongs to which entry?
Answer: C60H137N3O5P2